# 1
Formula: C22H28B4N3O14P
Source: OMol25
Level of theory: ωB97M-V with the def2-TZVPD basis set

Element x y z (Å)
C 0.65898 -0.71146 0.83653
C 0.41210 0.73534 0.42561
O -0.56205 0.78978 -0.62195
B -1.83972 1.18666 -0.42468
O -2.15810 2.12755 0.54109
B -3.09678 0.49284 -1.39256
O -4.37159 1.04041 -1.42083
B -5.38771 0.17609 -1.08782
C -6.82573 0.71173 -0.69534
O -6.84166 1.04453 0.70461
O -5.69415 0.42039 1.31350
O -5.12782 -1.19428 -1.10185
B -3.91877 -1.66558 -1.59142
P -3.63020 -3.59286 -1.56693
C -1.84897 -3.64466 -1.98433
O -3.48454 -3.80835 0.10098
O -2.98258 -0.74774 -2.01169
H 0.10306 -0.98374 1.73421
H 1.71754 -0.90581 1.00838
H 0.33206 -1.36598 0.02731
H 0.07300 1.34483 1.26555
H 1.32471 1.19642 0.04631
H -2.72329 1.85037 1.26181
H -7.08049 1.62389 -1.23439
H -7.58838 -0.04064 -0.90494
H -6.09546 -0.36643 1.71009
H -1.73874 -3.93654 -3.02903
H -1.31454 -2.71481 -1.79297
H -1.40228 -4.43255 -1.37375
H -4.28082 -3.50636 0.54437
O -9.51532 1.28785 -1.98992
N -9.56434 1.68395 -3.13795
O -9.02116 1.13901 -4.07753
C -10.32766 2.91837 -3.40573
C -10.92126 3.57355 -2.34248
C -11.62550 4.73889 -2.60068
C -11.72456 5.22101 -3.89905
C -11.12254 4.54071 -4.94929
C -10.41287 3.37517 -4.70805
H -10.82775 3.17554 -1.34336
H -12.09565 5.27089 -1.78491
H -12.27324 6.13311 -4.09351
H -11.20286 4.91809 -5.95959
H -9.93294 2.82667 -5.50437
O 3.25185 -1.99399 2.25066
N 4.45600 -2.13169 2.34748
O 5.08551 -3.05683 1.87668
C 5.20380 -1.09797 3.08954
C 4.50509 -0.04960 3.65866
C 5.21831 0.90915 4.36144
C 6.59787 0.80634 4.48092
C 7.27655 -0.25448 3.89563
C 6.57712 -1.22092 3.19139
H 3.43231 0.00620 3.55018
H 4.69330 1.73787 4.81672
H 7.14900 1.55732 5.03107
H 8.35214 -0.32473 3.98333
H 7.07318 -2.05912 2.72514
O 10.14768 0.73579 2.24098
N 11.04746 0.44653 1.47566
O 11.85381 1.23493 1.02949
C 11.16228 -0.96452 1.05470
C 10.22707 -1.87310 1.51430
C 10.32986 -3.19214 1.10302
C 11.35667 -3.57660 0.25078
C 12.28654 -2.64587 -0.19302
C 12.19463 -1.32213 0.20757
H 9.43859 -1.54439 2.17374
H 9.60556 -3.91862 1.44587
H 11.43092 -4.60699 -0.07073
H 13.08553 -2.94882 -0.85589
H 12.90197 -0.57748 -0.12477

Properties
* LUMO level: -0.63 eV
* gap between HOMO and LUMO: 0.274 Eh
* energy above the lowest of the compared OMol25 structures with the same formula, charge and spin: 0.0 kJ/mol
* largest force on an atom: 0.0152 Eh/bohr


# 2
Formula: C22H28Br10O4
Source: OMol25
Level of theory: ωB97M-V with the def2-TZVPD basis set

Element x y z (Å)
O 5.51678 -0.01297 -2.85432
C 4.37185 0.36883 -3.02894
C 3.33192 0.25304 -2.01028
C 2.08489 0.64495 -2.31025
C 1.62269 1.12136 -3.65769
O 0.44928 1.29595 -3.87260
C 2.71527 1.32974 -4.61954
C 3.94307 0.89231 -4.33216
H 3.48662 -0.22344 -1.04959
H 1.25747 0.42973 -1.64369
H 2.54532 1.74002 -5.60788
H 4.78520 1.06531 -4.99620
O 1.11429 -1.39831 -0.08709
C 0.12276 -1.00654 0.49974
C 0.23421 -0.62422 1.91933
C -0.82375 -0.19437 2.60360
C -2.22685 -0.21483 2.08419
O -3.16857 0.08858 2.77712
C -2.31908 -0.64827 0.66834
C -1.24567 -1.00402 -0.05348
H 1.16842 -0.78683 2.44278
H -0.79949 -0.06199 3.68194
H -3.22808 -0.51338 0.09093
H -1.42755 -1.24309 -1.09423
Br -0.56210 -1.94326 -3.66829
C -1.95275 -1.02320 -4.74313
C -3.31459 -1.48798 -4.29537
Br -4.69529 -0.52289 -5.27286
H -1.80447 -1.20985 -5.80254
H -1.89023 0.04045 -4.52772
H -3.39869 -1.31635 -3.22206
H -3.53712 -2.53863 -4.45760
Br -0.52183 5.74595 4.61909
C 0.77614 4.27160 4.45761
C 0.00529 2.96652 4.56322
Br 1.32702 1.59125 5.07186
H 1.47432 4.42651 5.27686
H 1.39571 4.32874 3.56271
H -0.40299 2.74113 3.58155
H -0.74610 2.92597 5.33894
Br 3.91312 -0.39931 1.79706
C 4.16178 1.53693 1.81170
C 2.85978 2.16233 1.42238
Br 3.05459 4.12512 1.58812
H 5.03307 1.80920 1.22574
H 4.40420 1.73371 2.85373
H 2.04780 1.87568 2.08201
H 2.60841 1.99089 0.37964
Br 3.23664 -4.83021 -3.03458
C 2.07018 -4.12169 -1.58700
C 2.87847 -3.70613 -0.36780
Br 3.88793 -5.23994 0.32608
H 1.31749 -4.87652 -1.38024
H 1.54865 -3.26701 -2.01443
H 2.19750 -3.45766 0.43728
H 3.53121 -2.87214 -0.59844
Br -6.69716 1.94466 2.19838
C -7.40022 0.13331 2.51003
C -6.26845 -0.82187 2.30541
Br -6.81815 -2.72799 2.35067
H -8.15196 0.02782 1.73337
H -7.85159 0.07893 3.49346
H -5.49494 -0.71762 3.06242
H -5.73172 -0.67402 1.37271

Properties
* LUMO level: -2.23 eV
* gap between HOMO and LUMO: 0.278 Eh
* energy above the lowest of the compared OMol25 structures with the same formula, charge and spin: 61.9 kJ/mol
* largest force on an atom: 0.0284 Eh/bohr


# 3
Formula: C22H28Cl3N4O6PdS2Si
Source: OMol25
Level of theory: ωB97M-V with the def2-TZVPD basis set

Element x y z (Å)
Pd -0.37233 0.41212 -1.17408
O 1.04887 1.88916 -2.37799
S 2.31843 1.10960 -2.34875
O 3.41428 1.80357 -2.97395
O 2.56397 0.58373 -1.02110
C 1.91304 -0.26508 -3.44063
C 1.92802 0.09608 -4.78459
C 1.53466 -0.78921 -5.77078
C 1.11029 -2.05962 -5.41862
C 1.09002 -2.43164 -4.08629
C 1.48924 -1.54916 -3.08398
S 1.44618 -2.26294 -1.42762
O 0.77032 -3.53325 -1.57920
O 2.78287 -2.30589 -0.91353
O 0.55133 -1.35759 -0.60207
H 2.25460 1.09491 -5.03959
H 1.55330 -0.48202 -6.80878
H 0.79143 -2.76431 -6.17613
H 0.76286 -3.41796 -3.79313
C -2.47388 -1.89423 -0.98805
N -2.14751 -0.69069 -0.17396
C -1.78080 -1.15055 1.19199
N -2.87126 -1.89622 1.81004
C -3.17774 -3.04951 0.96047
N -3.57274 -2.64699 -0.39089
C -4.73785 -1.76841 -0.28723
N -4.46907 -0.58485 0.53304
C -3.36496 0.15087 -0.07328
C -4.05146 -1.03326 1.86365
H -1.58227 -2.51911 -1.04628
H -2.75261 -1.55920 -1.98634
H -1.54108 -0.27643 1.79969
H -0.89913 -1.78248 1.10601
H -3.99382 -3.61654 1.41451
H -2.29409 -3.68632 0.89445
H -5.56431 -2.32634 0.15927
H -5.02844 -1.44500 -1.28856
H -3.13071 1.02444 0.53604
H -3.63616 0.47451 -1.07646
H -4.87422 -1.58462 2.32475
H -3.82292 -0.15874 2.47620
Cl -1.29205 2.54529 2.09618
Si -0.21244 2.55763 0.29233
Cl -1.79180 0.78458 -3.00342
Cl -1.08001 4.07443 -0.81752
C 3.82922 2.55505 1.33073
C 2.38208 2.78241 1.81862
C 2.37281 4.03471 2.71497
C 1.52960 3.05762 0.62085
C 1.90639 1.52582 2.54153
C 1.54431 1.50340 3.88428
C 1.11081 0.32716 4.48377
C 1.04119 -0.84929 3.75286
C 1.41089 -0.84046 2.41462
C 1.83477 0.33536 1.81451
H 4.19729 3.44999 0.82442
H 3.87997 1.72515 0.62761
H 4.47638 2.34326 2.18476
H 2.70979 4.89537 2.13574
H 3.05191 3.90964 3.56224
H 1.37224 4.25018 3.09279
H 1.95025 3.73026 -0.12349
H 1.57550 2.40768 4.47590
H 0.82119 0.33558 5.52778
H 0.70050 -1.76458 4.22068
H 1.37496 -1.74656 1.82201
H 2.11992 0.31951 0.76701

Properties
* spin multiplicity: 5
* LUMO level (alpha / beta): 2.59 / 0.06 eV
* total charge: -1
* gap between HOMO and LUMO (alpha / beta): 0.281 / 0.248 Eh
* largest force on an atom: 0.0132 Eh/bohr


# 4
Formula: C22H28ClEuF5N2O2
Source: OMol25
Level of theory: ωB97M-V with the def2-TZVPD basis set

Element x y z (Å)
Eu -0.31819 0.16649 0.13888
Cl -0.52489 -1.71363 -1.42982
N -0.43406 -1.25746 1.62698
N -0.50545 1.36789 -1.52594
C 0.58421 -1.85958 2.10902
C 0.48058 1.72884 -2.25329
C -1.66398 -1.95978 2.15006
C -1.04761 -3.31125 2.50778
C -2.78283 -2.09724 1.14499
C -2.12065 -1.23668 3.41202
H -2.43245 -2.55099 0.22449
H -3.20430 -1.12493 0.91334
H -3.57216 -2.71459 1.57397
H -1.32797 -1.21642 4.15909
H -2.97906 -1.75529 3.83864
H -2.40476 -0.21687 3.18179
C -1.77111 1.74573 -2.25766
C -1.21796 1.85641 -3.67789
C -2.21884 3.11323 -1.75552
C -2.87718 0.72039 -2.16842
H -2.52196 -0.26504 -2.44974
H -3.68781 1.01393 -2.83549
H -3.27211 0.67296 -1.15939
H -1.43790 3.85824 -1.90395
H -2.45980 3.06964 -0.70031
H -3.10372 3.43132 -2.30663
O 0.19181 2.16918 -3.48887
H -1.66711 2.65549 -4.25801
H -1.27245 0.91197 -4.21857
O 0.35318 -3.00556 2.76961
H -1.07763 -4.01480 1.67631
H -1.46858 -3.75820 3.40216
C 1.97045 -1.37220 2.05430
C 1.89087 1.76890 -1.83845
C 2.42294 0.51971 -1.18973
H 1.98247 2.58926 -1.11855
H 2.48125 2.04889 -2.70112
C 1.75904 -0.09846 -0.12599
C 2.46589 -0.99138 0.68519
H 0.46781 1.21511 0.98536
C 3.72806 -1.45683 0.29147
C 4.28897 -0.95140 -0.86949
C 4.50119 -2.46970 1.08618
C 3.68571 0.06289 -1.59411
H 5.25235 -1.32561 -1.19264
C 4.41454 0.64044 -2.77312
H 5.31929 0.07189 -2.97278
H 4.71659 1.67542 -2.60655
H 3.81265 0.62055 -3.68148
H 4.82588 -2.07843 2.05150
H 5.39597 -2.76873 0.54622
H 3.92324 -3.37295 1.28031
H 2.60607 -2.11854 2.51281
H 2.01687 -0.48365 2.69202
F -1.45139 3.02624 1.18572
C -1.89481 1.76072 1.51582
F -1.42101 1.64262 2.80761
C -3.46402 1.81822 1.59345
F -3.80540 2.82269 2.48210
F -4.07966 2.11770 0.40271
F -4.04908 0.66323 2.05162

Properties
* spin multiplicity: 7
* LUMO level (alpha / beta): 2.86 / 2.85 eV
* total charge: -1
* gap between HOMO and LUMO (alpha / beta): 0.212 / 0.221 Eh
* largest force on an atom: 0.1552 Eh/bohr


The highest largest force on an atom belongs to which entry? C22H28ClEuF5N2O2


Among the records above, which one has the lowest largest force on an atom? C22H28Cl3N4O6PdS2Si


Look up the largest force on an atom of the first one. 0.0152 Eh/bohr